{"formula": "C42H55F4N8P2RbS", "method": "ωB97M-V with the def2-TZVPD basis set", "elements": ["Rb", "C", "N", "C", "C", "C", "N", "C", "C", "F", "C", "F", "C", "C", "F", "C", "F", "H", "H", "H", "H", "H", "H", "H", "H", "H", "H", "H", "C", "P", "C", "N", "C", "C", "C", "C", "C", "C", "N", "C", "P", "C", "C", "C", "C", "C", "C", "C", "C", "C", "H", "H", "H", "H", "H", "H", "H", "H", "H", "H", "H", "H", "H", "H", "H", "H", "H", "H", "H", "H", "H", "H", "H", "H", "H", "H", "H", "H", "C", "C", "C", "C", "N", "C", "C", "C", "C", "C", "C", "N", "H", "H", "H", "H", "H", "H", "H", "H", "C", "N", "C", "C", "N", "C", "S", "H", "H", "H", "H", "H", "H", "H", "H"], "positions_angstrom": [[-0.423, -0.652, 0.912], [2.955, 1.204, 1.814], [2.867, -0.051, 2.524], [3.722, -0.019, 3.689], [3.181, -1.181, 1.657], [2.732, -2.538, 2.190], [1.295, -2.566, 2.246], [0.680, -3.452, 3.017], [-0.726, -3.313, 3.219], [-1.319, -2.238, 2.624], [-1.496, -4.147, 3.981], [-2.816, -3.883, 4.097], [-0.954, -5.235, 4.653], [0.408, -5.411, 4.486], [1.011, -6.456, 5.096], [1.195, -4.582, 3.716], [2.511, -4.913, 3.590], [3.983, 1.437, 1.479], [2.619, 2.022, 2.458], [2.311, 1.185, 0.933], [4.785, 0.127, 3.423], [3.638, -0.945, 4.255], [3.425, 0.807, 4.338], [4.267, -1.206, 1.435], [2.666, -1.008, 0.710], [3.215, -2.726, 3.157], [3.157, -3.294, 1.510], [-1.549, -5.895, 5.260], [3.550, 0.502, -1.780], [1.743, 0.210, -1.767], [1.226, 1.394, -3.106], [2.096, 1.682, -4.038], [1.700, 2.479, -5.067], [2.619, 2.807, -6.092], [2.213, 3.578, -7.141], [0.880, 4.052, -7.214], [-0.020, 3.748, -6.236], [0.381, 2.952, -5.137], [-0.509, 2.667, -4.150], [-0.108, 1.942, -3.141], [-1.325, 1.607, -1.771], [-2.839, 1.410, -2.787], [-1.510, 3.309, -1.020], [-1.904, 4.430, -1.977], [-2.587, 3.169, 0.059], [-0.172, 3.636, -0.353], [1.575, -1.410, -2.689], [2.518, -1.550, -3.880], [1.871, -2.523, -1.678], [0.126, -1.520, -3.165], [3.942, 0.628, -2.787], [4.044, -0.340, -1.292], [3.768, 1.395, -1.193], [3.628, 2.426, -6.012], [2.910, 3.831, -7.929], [0.579, 4.662, -8.056], [-1.043, 4.098, -6.265], [-2.973, 2.214, -3.509], [-3.701, 1.353, -2.120], [-2.771, 0.462, -3.321], [-2.885, 4.254, -2.419], [-1.189, 4.560, -2.786], [-1.960, 5.367, -1.415], [-3.566, 2.960, -0.375], [-2.662, 4.099, 0.628], [-2.342, 2.375, 0.764], [0.636, 3.703, -1.086], [0.097, 2.892, 0.400], [-0.242, 4.602, 0.153], [3.553, -1.656, -3.557], [2.460, -0.698, -4.557], [2.256, -2.451, -4.442], [2.888, -2.457, -1.289], [1.776, -3.494, -2.172], [1.197, -2.521, -0.819], [-0.096, -0.788, -3.945], [-0.590, -1.381, -2.352], [-0.047, -2.513, -3.587], [-2.004, -4.366, -2.223], [-3.148, -3.865, -2.819], [-3.842, -2.847, -2.187], [-3.363, -2.359, -0.973], [-2.228, -2.801, -0.430], [-1.579, -3.787, -1.036], [-4.134, -1.350, -0.184], [-5.520, -1.275, -0.285], [-6.204, -0.378, 0.517], [-5.487, 0.404, 1.405], [-4.108, 0.260, 1.436], [-3.440, -0.582, 0.656], [-1.442, -5.176, -2.667], [-3.502, -4.264, -3.761], [-4.737, -2.434, -2.629], [-0.676, -4.131, -0.542], [-6.057, -1.932, -0.954], [-7.282, -0.308, 0.462], [-5.975, 1.104, 2.068], [-3.512, 0.849, 2.125], [0.070, -0.400, 4.979], [0.551, 0.959, 5.093], [1.419, 1.373, 6.182], [1.793, 2.806, 5.777], [0.702, 3.133, 4.874], [0.076, 2.016, 4.422], [-1.136, 2.013, 3.266], [0.909, -1.077, 4.819], [-0.597, -0.465, 4.123], [-0.473, -0.691, 5.881], [2.285, 0.716, 6.262], [0.876, 1.342, 7.133], [2.763, 2.840, 5.270], [1.815, 3.482, 6.630], [0.658, 3.969, 4.317]], "forces_ev_per_a": [[0.26, 0.56, -0.28], [-0.03, 0.14, -0.04], [-0.05, -0.10, 0.04], [0.00, 0.03, 0.07], [0.08, -0.01, -0.02], [0.13, 0.07, -0.02], [-0.17, 0.01, 0.03], [0.04, -0.04, -0.06], [0.06, 0.02, 0.03], [-0.44, -0.49, 0.52], [-0.02, -0.03, 0.07], [0.06, -0.02, 0.00], [0.01, 0.07, -0.06], [0.06, -0.03, 0.02], [-0.05, 0.03, -0.03], [0.05, -0.02, 0.02], [-0.05, -0.01, 0.01], [0.01, -0.02, 0.00], [0.01, -0.01, 0.01], [0.00, 0.01, 0.01], [-0.01, -0.03, -0.01], [-0.01, -0.04, 0.02], [0.02, 0.00, -0.01], [-0.01, 0.00, 0.00], [-0.02, -0.01, -0.06], [-0.02, 0.03, 0.01], [-0.01, 0.00, 0.00], [-0.02, -0.03, 0.02], [0.05, -0.05, -0.06], [0.03, 0.21, 0.04], [0.00, 0.03, 0.03], [-0.01, 0.07, -0.06], [0.11, -0.04, 0.01], [-0.04, -0.01, 0.06], [-0.06, 0.01, 0.01], [0.06, 0.01, -0.03], [0.00, -0.05, 0.05], [-0.08, 0.04, -0.05], [-0.01, 0.07, -0.11], [0.00, -0.15, 0.06], [0.03, -0.17, -0.08], [-0.04, 0.07, -0.01], [0.01, 0.03, 0.02], [0.01, 0.01, 0.01], [0.01, 0.03, 0.03], [0.02, 0.00, 0.01], [-0.02, -0.04, -0.01], [0.00, 0.00, -0.02], [-0.01, -0.06, -0.03], [-0.04, -0.02, -0.04], [0.00, -0.01, 0.01], [0.00, 0.00, 0.03], [-0.01, 0.01, -0.01], [0.03, -0.01, 0.00], [0.01, 0.01, -0.02], [0.00, 0.00, 0.00], [-0.02, 0.01, 0.00], [0.00, -0.02, 0.01], [-0.02, -0.01, 0.01], [0.01, -0.02, 0.00], [-0.03, -0.02, -0.04], [0.03, 0.01, 0.01], [-0.01, 0.01, 0.01], [-0.04, -0.01, -0.01], [0.00, 0.02, 0.00], [0.01, -0.02, -0.01], [0.04, 0.01, -0.03], [0.00, -0.03, 0.00], [0.00, 0.02, 0.02], [0.04, 0.02, 0.01], [-0.02, -0.02, 0.00], [0.00, -0.04, -0.01], [0.05, 0.01, 0.00], [-0.01, -0.02, 0.00], [-0.02, 0.04, 0.00], [-0.01, 0.01, -0.02], [-0.02, 0.01, 0.04], [0.00, -0.03, -0.01], [0.02, 0.01, 0.01], [-0.01, 0.00, 0.00], [0.04, 0.01, 0.04], [-0.09, 0.05, -0.05], [-0.02, 0.06, 0.06], [0.03, -0.06, -0.03], [0.05, -0.06, -0.04], [0.04, 0.00, -0.01], [-0.01, 0.01, 0.01], [0.02, -0.01, -0.02], [-0.04, 0.05, 0.01], [0.01, 0.02, 0.02], [0.01, -0.01, -0.01], [0.00, -0.01, -0.01], [-0.01, 0.01, -0.02], [0.02, -0.01, 0.00], [-0.01, -0.02, -0.01], [-0.01, 0.00, 0.00], [-0.02, 0.02, 0.01], [0.01, 0.00, 0.03], [0.03, -0.02, 0.02], [-0.02, 0.04, -0.09], [0.14, -0.01, 0.01], [0.04, 0.00, 0.10], [-0.10, -0.01, 0.00], [-0.15, -0.23, 0.01], [0.11, 0.12, -0.20], [0.00, -0.01, -0.03], [0.03, 0.00, 0.08], [-0.01, 0.00, 0.00], [-0.02, 0.01, 0.00], [-0.02, 0.03, -0.02], [-0.03, -0.01, 0.00], [0.05, -0.02, -0.01], [0.00, -0.01, 0.03]], "mulliken_charge": [1.058, -0.264, 1.387, -1.011, 0.357, -1.556, 0.684, 0.001, -0.635, -0.115, 0.175, -0.324, -0.833, 0.315, -0.346, 0.386, -0.391, 0.315, 0.168, -0.544, 0.380, 0.218, -0.044, 0.279, -1.071, 0.528, 0.435, 0.524, -1.559, 0.494, 0.511, -0.390, -0.047, -0.552, -0.538, -0.549, -0.492, 0.149, -0.398, -0.217, 1.143, -1.744, 1.789, -1.855, -1.490, -1.589, 2.058, -1.801, -1.758, -1.646, 0.536, 0.382, 0.385, 0.457, 0.399, 0.403, 0.461, 0.419, 0.358, 0.400, 0.361, 0.333, 0.489, 0.363, 0.532, -0.039, 0.313, 0.137, 0.503, 0.350, 0.284, 0.505, 0.382, 0.614, 0.023, 0.337, 0.089, 0.597, -0.999, -0.703, -0.749, 0.926, 0.336, -0.065, -0.130, -0.980, -0.630, -0.894, -0.323, 0.637, 0.481, 0.402, 0.457, 0.477, 0.491, 0.430, 0.514, 0.320, -0.602, 0.459, -0.729, -0.507, -0.153, -0.156, -0.259, 0.204, -0.194, 0.372, 0.377, 0.377, 0.264, 0.339, 0.244], "lumo_energy_ha": -0.0191, "e_tot_ev": -97306.887, "charge": 0, "e_above_lowest_kcal_mol": 10.9}